The following is a DFT calculation (wB97M-V/def2-TZVPD) of a structure of composition C29H44BF4N12Sc at a distorted geometry.

```
91
Properties=species:S:1:pos:R:3:lowdin_charge:R:1
Sc -0.234 -0.359 0.293 1.09
C -5.546 2.146 -0.020 -0.02
N -4.214 1.818 -0.518 -0.15
C -3.795 2.599 -1.671 -0.03
C -3.309 1.050 0.131 -0.40
N -2.028 1.180 0.024 0.11
N -3.847 0.051 0.925 0.17
C -3.173 -0.807 1.771 -0.45
N -3.990 -1.512 2.587 0.19
N -1.894 -0.943 1.735 0.10
H -6.285 2.007 -0.808 0.10
H -5.575 3.193 0.291 0.10
H -5.827 1.541 0.836 0.08
H -4.650 2.713 -2.335 0.10
H -3.012 2.076 -2.219 0.09
H -3.451 3.602 -1.393 0.10
H -1.794 2.015 -0.497 0.04
H -4.827 -0.138 0.806 0.14
H -4.948 -1.244 2.726 0.12
H -3.600 -2.152 3.256 0.13
H -1.567 -1.538 2.492 0.08
C -0.720 0.594 -4.140 -0.08
C -1.175 -0.627 -4.617 -0.06
C -1.259 -1.704 -3.753 -0.02
C -0.907 -1.564 -2.409 -0.20
C -0.422 -0.337 -1.892 -0.19
C -0.354 0.718 -2.806 -0.16
C -1.010 -2.700 -1.469 -0.20
C -1.702 -3.896 -1.766 0.02
C -1.755 -4.903 -0.848 0.04
C -1.090 -4.766 0.391 -0.14
C -1.082 -5.769 1.385 -0.01
C -0.410 -5.575 2.560 -0.05
C 0.274 -4.366 2.793 -0.04
C 0.279 -3.377 1.848 -0.04
C -0.412 -3.550 0.629 -0.21
N -0.415 -2.534 -0.287 0.05
H -0.649 1.444 -4.808 0.11
H -1.454 -0.739 -5.656 0.11
H -1.586 -2.659 -4.145 0.11
H 0.019 1.685 -2.467 0.07
H -2.213 -4.000 -2.711 0.11
H -2.298 -5.816 -1.059 0.13
H -1.609 -6.695 1.190 0.12
H -0.392 -6.351 3.312 0.12
H 0.800 -4.217 3.727 0.12
H 0.822 -2.454 2.020 0.09
C 3.453 0.094 0.592 -0.18
N 4.838 -0.093 0.211 -0.08
C 5.063 -1.522 -0.047 -0.15
N 4.183 -2.009 -1.111 -0.08
C 2.804 -1.796 -0.718 -0.17
N 2.503 -0.359 -0.458 -0.10
C 2.841 0.374 -1.704 -0.18
N 4.220 0.193 -2.110 -0.08
C 5.098 0.640 -1.028 -0.16
C 4.457 -1.241 -2.326 -0.15
H 3.279 1.159 0.786 0.12
H 3.258 -0.457 1.512 0.13
H 4.876 -2.086 0.868 0.13
H 6.101 -1.669 -0.346 0.13
H 2.603 -2.366 0.193 0.12
H 2.144 -2.146 -1.516 0.13
H 2.663 1.445 -1.541 0.11
H 2.181 0.027 -2.500 0.11
H 4.939 1.709 -0.854 0.12
H 6.136 0.486 -1.323 0.13
H 5.499 -1.387 -2.613 0.13
H 3.814 -1.595 -3.134 0.13
N 1.607 5.645 1.138 0.06
C 1.461 5.242 -0.297 -0.09
C 0.429 4.112 -0.392 -0.19
N 0.742 2.963 0.444 -0.04
C 0.961 3.372 1.827 -0.17
C 2.015 4.467 1.974 -0.08
H 0.704 5.980 1.479 0.19
H 2.278 6.409 1.232 0.19
H 2.436 4.904 -0.647 0.14
H 1.153 6.103 -0.888 0.14
H 0.351 3.806 -1.435 0.12
H -0.546 4.499 -0.074 0.13
H 1.543 2.449 0.084 0.08
H 1.274 2.526 2.425 0.09
H 0.004 3.719 2.232 0.14
H 2.988 4.127 1.619 0.14
H 2.110 4.771 3.015 0.15
F 1.978 0.894 3.746 0.20
B 0.819 0.252 3.460 -1.13
F 0.693 -1.014 3.916 0.20
F -0.307 1.027 3.563 0.17
F 0.920 0.049 1.813 -0.15
```

Calculated values
Kohn-Sham gap in eV: 7.94
Net charge: +2
Calculated total energy in eV: -80912.927
Relative energy (zero: lowest compared OMol25 entry of this formula, charge and spin) in kcal per mole: 19.5
LUMO energy in eV: -4.9